Density functional theory data (the ωB97M-V functional and the def2-TZVPD basis) for a molecular structure, C30H31BF6FeO2S at a distorted geometry.

Output
Lowest unoccupied orbital energy (alpha / beta)   -0.00062 / -0.00784 Ha
Frontier orbital gap (alpha / beta)   5.0 / 7.8 eV
Electronic energy   -97906.5589 eV
ΔE to the lowest compared entry with this formula, charge and spin   199.38 kJ/mol
HOMO level (alpha / beta)   -5.0 / -8.0 eV

ORCA input file:
```
! RIJCOSX wB97M-V def2-TZVPD def2/J DEFGRID3
* xyz 0 5
C -4.589 3.738 0.116
C -3.196 3.440 -0.270
C -2.743 2.640 -1.327
C -1.335 2.423 -1.300
C -0.744 2.942 -0.163
B -2.314 -1.419 1.720
C 0.677 3.241 -0.019
C 1.185 3.726 1.207
C 2.550 3.681 1.453
C 3.045 3.926 2.855
F 4.146 4.733 2.870
F 2.083 4.502 3.643
F 3.394 2.741 3.473
C 3.449 3.331 0.446
C 2.953 2.936 -0.795
C 3.895 2.480 -1.876
F 3.250 1.729 -2.826
F 4.470 3.543 -2.520
F 4.901 1.699 -1.372
C 1.589 2.921 -1.042
O -3.227 -1.035 2.626
C -4.321 -1.972 2.951
C -4.749 -2.799 1.703
C -5.715 -3.900 2.177
C -5.457 -1.862 0.720
C -3.567 -3.483 0.952
O -2.353 -2.443 0.886
S -1.859 4.075 0.633
H -5.256 3.629 -0.748
H -4.953 3.061 0.918
H -4.661 4.772 0.488
H -3.419 2.264 -2.077
H -0.778 1.836 -2.030
H 0.503 4.087 1.997
H 4.521 3.357 0.621
H 1.219 2.623 -2.035
H -3.963 -2.587 3.787
H -5.151 -1.361 3.323
H -6.052 -4.502 1.329
H -5.205 -4.540 2.912
H -6.593 -3.450 2.645
H -5.774 -2.454 -0.151
H -6.359 -1.436 1.189
H -4.791 -1.048 0.380
H -3.134 -4.346 1.477
H -3.760 -3.676 -0.123
C -1.279 1.492 2.271
C -1.130 0.926 0.913
C 0.017 0.182 0.490
C 1.403 0.477 0.920
C 2.287 -0.432 0.218
C 1.480 -1.401 -0.479
C 0.080 -1.057 -0.287
Fe 1.009 -1.336 1.451
C 0.233 -2.838 2.489
C 0.176 -1.603 3.243
C 1.518 -1.081 3.354
C 2.415 -1.988 2.674
C 1.617 -3.070 2.121
H -2.260 2.043 2.327
H -1.341 0.681 3.083
H -0.414 2.193 2.491
H -2.133 0.746 0.294
H 1.646 1.337 1.524
H 3.376 -0.317 0.186
H 1.845 -2.223 -1.119
H -0.805 -1.517 -0.741
H -0.596 -3.512 2.301
H -0.699 -1.200 3.743
H 1.802 -0.191 3.919
H 3.493 -1.898 2.624
H 1.992 -3.941 1.591
*
```

---

Density functional theory data (the ωB97M-V functional and the def2-TZVPD basis) for 3 unconnected molecules or ions with the total composition C30H31F14N3O5S at a distorted geometry.

Output
Lowest unoccupied orbital energy   -0.07254 Ha
Frontier orbital gap   5.8 eV
Electronic energy   -95178.6781 eV
Structure (SMILES)   O=CCc1c(CCCCn2cccc2)c(C(F)(F)F)c(CCCC(F)(F)C(F)(F)F)c2nsnc12.CCOC(=O)C(F)(F)F.CCOC(=O)C(F)(F)F
HOMO level   -7.8 eV

ORCA input file:
```
! RIJCOSX wB97M-V def2-TZVPD def2/J DEFGRID3
* xyz 0 1
O 2.500 -3.880 -3.546
C 2.935 -2.863 -4.337
C 1.945 -1.562 -4.461
C 0.838 -1.630 -3.219
C 1.104 -0.946 -1.721
C 2.531 -0.175 -1.520
C 3.457 -1.172 -0.547
C 4.910 -0.509 -0.156
C 6.202 -1.194 -0.898
N 6.150 -2.703 -1.007
C 6.476 -3.220 -2.397
C 6.319 -4.854 -2.325
C 5.893 -5.160 -0.761
C 5.790 -3.740 0.065
C 0.034 -1.046 -0.489
C 0.150 -0.419 1.004
F 0.206 -1.554 1.988
F -1.080 0.395 1.335
F 1.300 0.452 1.289
C -1.359 -1.914 -0.819
C -2.554 -2.196 0.275
C -2.925 -3.822 0.404
C -2.245 -4.452 1.762
C -0.735 -5.057 1.561
F -0.101 -5.053 2.932
F 0.158 -4.247 0.699
C -0.669 -6.600 1.011
F -0.798 -6.536 -0.473
F -1.609 -7.538 1.669
F 0.733 -7.083 1.290
C -1.612 -2.566 -2.338
N -2.790 -3.344 -2.882
S -2.562 -3.795 -4.554
N -0.947 -3.141 -4.910
C -0.559 -2.471 -3.590
H 3.953 -2.975 -4.910
H 2.485 -0.528 -4.544
H 1.343 -1.701 -5.482
H 2.345 0.881 -1.034
H 3.155 0.000 -2.493
H 2.902 -1.376 0.487
H 3.549 -2.250 -1.052
H 4.851 0.633 -0.483
H 5.123 -0.485 1.016
H 6.245 -0.773 -2.007
H 7.200 -0.877 -0.370
H 6.754 -2.492 -3.273
H 6.465 -5.588 -3.229
H 5.663 -6.239 -0.319
H 5.490 -3.532 1.189
H -3.528 -1.653 -0.146
H -2.310 -1.850 1.368
H -4.107 -3.977 0.434
H -2.530 -4.453 -0.499
H -2.176 -3.653 2.643
H -2.957 -5.317 2.169
C -1.690 3.210 0.427
C -1.243 4.642 0.657
O -0.666 5.188 -0.538
C -1.550 5.669 -1.471
O -2.771 5.646 -1.331
C -0.805 6.266 -2.663
F 0.223 5.477 -3.091
F -0.255 7.479 -2.370
F -1.606 6.463 -3.748
H -0.862 2.605 0.045
H -2.056 2.764 1.357
H -2.490 3.161 -0.318
H -0.463 4.662 1.425
H -2.066 5.269 1.018
C -6.627 7.286 4.375
C -6.078 6.166 3.511
O -4.652 6.074 3.650
C -4.194 5.385 4.744
O -4.929 4.867 5.581
C -2.668 5.320 4.740
F -2.090 6.519 4.441
F -2.194 4.431 3.821
F -2.148 4.939 5.941
H -6.121 8.230 4.149
H -7.701 7.411 4.211
H -6.460 7.083 5.438
H -6.282 6.383 2.458
H -6.557 5.207 3.740
*
```

---

Density functional theory data (the ωB97M-V functional and the def2-TZVPD basis) for a molecular structure, C30H31F4N5O3S2Ti.

Output
Lowest unoccupied orbital energy   0.00747 Ha
Frontier orbital gap   8.2 eV
Electronic energy   -100864.6929 eV
ΔE to the lowest compared entry with this formula, charge and spin   13.61 kJ/mol
HOMO level   -8.0 eV

ORCA input file:
```
! RIJCOSX wB97M-V def2-TZVPD def2/J DEFGRID3
* xyz 0 1
Ti -0.487 0.011 0.848
C -2.724 -1.544 2.149
N -1.384 -1.096 2.577
C -0.599 -2.274 2.979
C -1.490 -0.129 3.684
C -2.121 1.156 3.180
N -1.475 1.485 1.910
C -1.844 2.692 1.332
C -2.288 2.736 0.009
F -2.403 1.572 -0.661
C -2.589 3.916 -0.635
F -2.994 3.871 -1.914
C -2.494 5.129 0.017
C -2.067 5.111 1.330
F -1.936 6.264 2.001
C -1.740 3.931 1.970
F -1.256 3.988 3.225
H -3.272 -1.953 3.005
H -2.608 -2.304 1.382
H -3.283 -0.714 1.722
H -1.132 -2.836 3.754
H 0.369 -1.961 3.361
H -0.449 -2.916 2.112
H -0.476 0.073 4.038
H -2.064 -0.559 4.513
H -1.983 1.934 3.934
H -3.203 1.027 3.053
H -2.738 6.056 -0.480
O 0.401 1.460 -0.303
S 1.718 1.858 -0.955
C 2.512 0.317 -1.441
C 1.644 -0.620 -2.268
C 2.148 -2.051 -2.090
C 1.539 -3.039 -3.078
S -0.263 -3.148 -3.058
O -1.038 -1.084 -0.196
C -0.623 -3.983 -1.543
C 0.325 -4.572 -0.714
C -0.074 -5.246 0.434
C -1.416 -5.351 0.763
C -2.364 -4.764 -0.067
C -1.972 -4.077 -1.202
C 1.227 2.470 -2.550
C 2.164 3.177 -3.289
C 1.806 3.652 -4.541
C 0.522 3.434 -5.024
C -0.408 2.741 -4.262
C -0.059 2.246 -3.013
H 2.809 -0.137 -0.495
H 3.425 0.631 -1.955
H 1.667 -0.322 -3.319
H 0.604 -0.574 -1.937
H 1.944 -2.357 -1.062
H 3.236 -2.086 -2.205
H 1.969 -4.033 -2.956
H 1.762 -2.729 -4.102
H 1.379 -4.519 -0.945
H 0.680 -5.697 1.068
H -1.723 -5.887 1.652
H -3.417 -4.839 0.173
H -2.714 -3.605 -1.834
H 3.155 3.364 -2.892
H 2.524 4.205 -5.132
H 0.242 3.816 -5.997
H -1.410 2.581 -4.635
H -0.772 1.703 -2.407
N 1.718 1.452 2.789
C 2.153 0.332 2.173
O 1.292 -0.438 1.593
C 3.511 -0.001 2.152
C 3.923 -1.183 1.488
N 4.270 -2.135 0.938
C 4.447 0.872 2.759
N 5.129 1.646 3.276
H 0.760 1.750 2.646
H 2.383 2.105 3.170
*
```